This record from the OMol25 dataset describes 13 unconnected molecules or ions with the total composition C28H85N3O13 in a non-equilibrium geometry. The level of theory is ωB97M-V/def2-TZVPD.

```
129
Properties=species:S:1:pos:R:3:forces:R:3
C -7.8032 9.3189 14.4042 2.3 0.3 -1.4
C -7.3490 9.1382 12.8950 -0.6 -0.7 0.1
O -6.1154 8.4214 12.5867 -0.9 0.4 1.6
H -8.4897 10.1655 14.4011 -0.3 -0.3 0.2
H -6.9045 9.6499 14.9247 -0.1 0.1 0.4
H -8.1568 8.4294 14.9257 -0.2 0.0 -0.4
H -7.2631 10.0933 12.3768 -0.2 0.4 0.4
H -8.2026 8.6180 12.4604 0.1 -0.2 -0.5
H -6.0980 8.3104 11.6333 0.0 -0.1 -0.4
C -6.8845 12.8337 15.6160 -0.8 -1.8 -1.7
C -5.7930 11.9820 16.2356 1.0 1.8 -0.2
O -6.0587 11.8193 17.5813 -0.3 -0.4 1.7
H -7.7946 12.2339 15.6062 -0.5 0.3 0.5
H -6.7281 12.9259 14.5412 0.4 0.4 -0.1
H -7.0456 13.8222 16.0461 0.3 -0.2 0.2
H -4.9112 12.6145 16.1333 0.7 -0.2 -0.1
H -5.5160 10.9933 15.8699 -0.7 0.2 -0.6
H -6.3021 12.6900 17.9043 0.0 0.0 0.4
C 0.2905 9.6990 12.9494 -0.1 -0.5 0.5
C 1.3549 8.6398 12.9493 0.3 -0.9 0.8
O 2.4771 9.0603 13.7320 0.6 0.6 -0.6
H -0.6440 9.2879 12.5676 -0.1 0.1 -0.2
H 0.5776 10.5790 12.3737 0.0 0.0 0.2
H 0.1442 9.9143 14.0079 -0.2 0.5 -0.1
H 1.5978 8.3403 11.9298 0.6 0.2 -0.1
H 1.0643 7.7272 13.4698 -0.9 -0.1 -0.4
H 2.6402 8.4316 14.4389 -0.1 0.0 -0.2
C 0.8131 14.4777 13.0526 0.7 1.3 -0.1
C -0.0251 15.5697 12.4265 0.1 -0.3 -0.9
O -1.1183 15.8189 13.2667 -0.8 0.3 0.6
H 1.6558 14.2836 12.3890 -0.2 -0.7 -0.2
H 0.2293 13.6089 13.3568 0.2 0.0 -0.2
H 1.3103 14.9538 13.8978 -0.2 -0.4 0.5
H -0.3640 15.3218 11.4206 -0.2 -0.6 0.0
H 0.5110 16.5004 12.2406 0.6 0.1 0.4
H -1.4891 16.6679 13.0151 -0.1 0.1 0.1
C -1.7893 16.3353 9.3711 0.3 0.4 1.1
C -1.0907 17.1203 8.2635 -2.0 -2.2 -0.9
O -1.4254 18.4923 8.3046 0.8 -0.1 0.4
H -2.8781 16.2887 9.3931 -0.2 1.0 -0.4
H -1.4232 16.8094 10.2817 -0.4 -0.3 0.5
H -1.6170 15.2604 9.4266 1.0 0.0 -0.3
H -1.5419 16.6817 7.3735 0.2 0.2 -0.7
H -0.0436 16.8245 8.1996 0.3 0.7 0.4
H -0.6554 18.9466 7.9550 -0.1 0.4 0.0
C 0.7139 11.8706 4.9159 -1.6 1.4 0.4
C -0.8065 11.5927 5.3173 2.8 -1.4 1.3
O -1.3221 10.6028 4.4789 -0.8 0.3 -0.8
H 1.2888 10.9925 4.6216 -0.4 -0.2 0.3
H 1.1915 12.3841 5.7504 0.2 -0.2 0.1
H 0.7594 12.5899 4.0982 0.0 0.0 -0.3
H -1.4603 12.4295 5.5630 0.2 0.4 -0.8
H -0.7299 11.0716 6.2716 0.0 0.0 0.3
H -1.2326 10.9821 3.6016 -0.3 -0.4 -0.4
C -4.5870 15.4916 12.5873 -0.2 0.4 2.0
C -4.9040 15.8606 14.1304 0.5 -1.1 -2.2
O -3.9028 15.3794 15.0178 -0.4 0.2 -0.4
H -3.6225 15.9223 12.3184 -0.1 0.2 -0.2
H -5.3984 15.9142 11.9948 0.2 -0.1 -0.2
H -4.4813 14.4195 12.4212 -0.3 -0.1 0.1
H -5.8382 15.3616 14.3878 -0.1 0.3 0.2
H -5.0098 16.9454 14.1326 0.0 0.1 0.5
H -3.1012 15.3436 14.4908 0.5 -0.1 0.1
C -4.8477 6.4849 15.2836 -2.0 -0.3 -0.9
C -3.6570 7.2868 15.1867 0.6 1.5 0.2
O -3.0510 7.1887 16.4264 2.2 0.0 1.8
H -5.5217 6.8283 16.0685 0.1 0.0 0.1
H -4.5036 5.4771 15.5160 -0.6 -0.2 -0.4
H -5.3462 6.6867 14.3355 -0.6 -1.1 -0.2
H -3.8412 8.3516 15.0444 -0.3 0.1 -0.8
H -3.0216 6.8996 14.3901 0.4 0.2 0.1
H -3.3209 7.9397 16.9600 0.1 -0.1 0.0
O -5.9289 7.8949 9.7193 -0.2 0.1 0.3
H -6.5210 8.2208 9.0415 -0.2 0.1 -0.1
H -5.1980 7.5109 9.2350 0.6 -0.4 -0.3
O -3.4006 7.3991 7.7449 -0.9 -0.1 0.3
H -3.6732 8.2338 7.3640 0.0 0.2 -0.3
H -2.4625 7.5029 7.9042 0.8 -0.1 -0.2
C 0.7043 8.9352 8.8624 0.4 1.3 -0.1
C 0.5900 8.3989 7.4806 0.8 -0.9 -0.2
C 1.9784 7.9384 6.8926 -0.6 1.1 0.2
O 2.7984 9.1064 6.8932 1.0 -0.1 0.0
C 4.2372 8.9578 6.6452 -1.8 0.4 -0.7
N -0.3549 7.2877 7.5594 0.0 -0.7 -1.0
H 0.7843 8.0622 9.5101 0.4 0.4 0.4
H -0.1395 9.5602 9.1549 -0.3 -0.3 0.1
H 1.5599 9.6105 8.8645 0.2 -0.2 0.6
H 0.2724 9.0967 6.7058 -0.4 0.3 0.4
H 1.7271 7.6286 5.8782 0.3 -0.2 -0.4
H 2.4249 7.0929 7.4160 0.1 0.0 0.4
H 4.3961 8.8702 5.5704 0.0 -1.1 -0.2
H 4.6257 8.1473 7.2618 0.3 0.2 -0.2
H 4.7317 9.9228 6.7563 -0.3 0.0 1.1
H 0.0592 6.5719 6.9796 -0.6 -0.5 -0.6
H -0.3668 6.8251 8.4572 0.3 0.3 0.5
C -7.0568 15.7169 4.2884 0.5 0.5 -0.2
C -6.4154 16.0492 5.6892 0.3 0.4 0.4
C -4.8929 16.4259 5.6685 -1.4 -1.0 -1.0
O -4.2127 15.2746 5.1365 0.9 -0.8 0.9
C -4.0943 14.0747 5.9989 -0.7 2.2 0.3
N -7.2764 17.0175 6.4413 -0.3 -0.5 -1.5
H -8.1230 15.9259 4.2012 -0.2 -0.1 0.7
H -6.9142 14.6887 3.9559 0.1 -0.2 0.5
H -6.6771 16.2756 3.4330 0.5 0.5 0.3
H -6.4622 15.1217 6.2598 0.2 -0.3 -0.1
H -4.5401 16.8062 6.6272 0.1 -0.6 0.5
H -4.6840 17.2479 4.9838 -0.1 -0.2 -0.3
H -3.8711 14.3725 7.0234 0.3 0.3 0.2
H -3.2642 13.4394 5.6899 -0.5 0.1 -0.5
H -5.0771 13.6141 6.0987 0.2 -0.6 -0.5
H -8.1024 16.4389 6.4976 -0.7 0.6 0.4
H -7.0359 17.2610 7.3915 0.7 -0.4 0.0
C -2.6386 12.2648 9.6297 -0.4 -1.3 1.2
C -2.9179 10.9410 10.3674 0.5 0.7 1.6
C -3.2608 11.1378 11.8999 -0.8 -1.0 -2.3
O -2.2400 11.7968 12.5276 1.3 -0.1 2.2
C -2.3553 11.7025 13.9837 0.3 -0.1 -0.8
N -3.8967 10.1925 9.6463 -0.7 -0.1 -1.2
H -2.0797 11.9740 8.7403 -0.1 0.6 -0.2
H -2.0562 12.8315 10.3562 0.1 0.5 -0.5
H -3.6325 12.6693 9.4380 0.3 0.5 -0.3
H -1.9677 10.4068 10.3626 0.4 -0.2 0.4
H -3.3953 10.1161 12.2551 -0.1 -0.2 0.5
H -4.1949 11.6767 12.0585 -0.5 0.1 -0.2
H -3.1137 12.4141 14.3099 0.3 0.2 0.3
H -1.3722 11.7908 14.4462 0.0 1.0 -0.3
H -2.6085 10.7224 14.3880 -0.6 -0.5 -0.7
H -3.4210 9.8350 8.8303 -0.3 -0.1 -0.2
H -4.4264 9.4214 10.0270 0.3 0.1 0.7
```
Forces are in eV/Å.

The calculation puts the energy relative to the best compared isomer or geometry (same formula, charge and spin) at 222.28 kJ/mol. The frontier orbital gap comes out at 9.4 eV. Its maximum force is 3.380 eV/Å. The highest occupied orbital energy is -8.995 eV.